Density functional theory data (wB97M-V/def2-TZVPD) for a molecular structure, C3H2Cl2F2O in a non-equilibrium geometry.

Values from the calculation:
Energy above the lowest of the compared OMol25 structures with the same formula, charge and spin in kJ/mol: 84.55
Orbital gap in eV: 9.63
E_HOMO in eV: -10.158
Maximum force in hartree/bohr: 0.0986

```
10
Properties=species:S:1:pos:R:3:forces:R:3
Cl -2.23629 -1.01865 -0.45604 0.6 1.1 1.0
Cl 1.26280 -1.94194 -0.62836 0.3 -0.4 0.5
F -2.08407 1.52456 0.19065 0.5 -1.0 -0.6
F -1.14568 0.27216 1.66208 0.0 -0.7 -2.3
O 0.04589 0.95994 -1.60205 -0.6 -1.0 3.5
C 1.52093 -0.39965 0.17634 -2.7 1.9 -1.3
C -0.05040 0.50889 -0.46682 4.4 -0.4 -2.5
C -1.33626 0.38820 0.27330 -2.0 0.6 2.2
H 2.26423 0.13345 -0.40496 0.0 0.2 0.2
H 1.75885 -0.42694 1.25588 -0.6 -0.2 -0.7
```
Forces are in eV/Å.

Mulliken population analysis, charges in e, atoms 1 to 6: -0.095 -0.131 -0.194 -0.216 -0.418 -0.363


Density functional theory data (wB97M-V/def2-TZVPD) for 2 unconnected molecules or ions with the total composition C27H38N2O2P in a non-equilibrium geometry.

Values from the calculation:
Net charge: +1
Orbital gap in eV: 5.13
E_HOMO in eV: -9.604
Maximum force in hartree/bohr: 0.0297

```
70
Properties=species:S:1:pos:R:3:forces:R:3
P 0.43578 -3.76286 -0.26275 0.0 1.1 1.0
O -5.50791 4.22233 -1.43898 -0.3 -0.9 0.6
O 4.59596 3.64462 -1.95649 0.2 -0.2 0.9
N -0.60907 -3.55200 0.98869 0.9 -0.1 -0.8
N 1.71920 -3.13205 0.55143 -1.1 -0.5 -0.5
C 4.56620 2.78123 0.32488 0.3 -0.1 0.4
C 0.02695 -3.21437 2.25495 0.0 0.2 0.8
C -2.57200 -2.06425 1.06977 0.1 0.5 -0.2
C 5.45471 3.37692 -0.78369 0.0 0.3 -0.5
C 1.49592 -2.94477 1.97807 0.2 0.2 0.7
C -2.06551 -3.49851 0.91645 -1.0 -0.1 0.1
C 3.09443 -3.03409 -1.49151 0.2 -0.1 0.0
C -0.50576 1.96325 -0.26166 0.6 0.5 0.5
C 2.91783 -1.05743 -0.03587 -0.3 0.4 0.0
C -2.62180 -4.27508 2.10480 -0.3 -0.4 0.1
C -3.08139 4.46139 -1.60659 -1.1 -0.1 0.2
C -2.93533 2.18865 0.07637 -0.4 0.2 -0.4
C 2.94070 -2.58698 -0.04017 0.9 0.2 -0.2
C -4.16931 2.72778 -0.24743 0.3 0.9 -1.1
C -2.57183 -4.02273 -0.42436 -0.2 -0.2 0.0
C 3.20873 2.78748 -0.29680 -0.4 0.2 -1.5
C -4.24147 3.82918 -1.13701 0.8 -0.3 0.5
C 1.96448 2.37255 0.15917 0.0 0.4 -0.3
C 4.11152 -3.00959 0.83890 0.5 -0.3 0.0
C 1.02043 2.90555 -2.02447 -0.4 0.0 0.6
C 3.32619 3.29368 -1.61230 -0.4 -0.4 0.6
C -1.77510 2.75840 -0.46326 0.0 0.5 0.2
C -5.56369 2.31199 0.08496 -0.2 -0.3 0.4
C -1.85915 3.94138 -1.21326 0.3 -0.6 0.2
C 0.85190 2.48746 -0.69097 -0.2 -0.3 -0.2
C 2.23610 3.36165 -2.48818 1.1 0.0 0.2
C -6.42133 3.31381 -0.69508 0.0 0.6 -0.5
H 0.14941 2.86818 -2.68418 0.4 0.1 0.1
H 2.40731 3.72071 -3.49872 -0.2 -0.1 0.1
H 4.10062 -4.08129 1.06291 0.0 0.1 -0.1
H -5.75866 2.38442 1.15953 0.0 0.0 -0.1
H 3.89200 -0.68155 -0.37764 -0.3 -0.1 0.1
H -2.19885 -1.60712 1.99154 -0.2 0.0 -0.2
H -0.43279 -2.32952 2.70445 -0.1 -0.2 -0.2
H 4.91913 1.77217 0.58853 -0.2 0.2 0.0
H -5.78028 1.28075 -0.21852 0.1 0.2 0.0
H -0.44311 1.66053 0.78583 0.0 -0.1 0.0
H 2.11857 -3.62484 2.57021 0.0 0.1 -0.3
H 4.07032 -2.67666 -1.84598 -0.3 -0.1 0.0
H -2.47207 -3.73070 3.04797 0.0 -0.1 -0.3
H 1.86843 1.97569 1.17229 -0.1 0.1 -0.2
H 4.12178 -2.45904 1.79017 0.0 -0.1 -0.3
H -3.69954 -4.39126 1.95581 0.2 -0.1 0.2
H -0.07079 -4.03131 2.98021 -0.2 0.1 -0.3
H -2.28644 -1.43873 0.21515 0.0 -0.1 0.2
H -2.28755 -3.36646 -1.25658 0.0 -0.1 0.2
H 5.91389 4.32562 -0.46901 -0.2 -0.3 -0.3
H 3.06683 -4.12071 -1.61559 0.0 0.0 0.1
H -0.93969 4.44910 -1.49840 -0.2 -0.2 -0.1
H 6.24102 2.68955 -1.12392 -0.2 0.2 0.1
H 2.73501 -0.65851 0.96694 0.1 0.0 -0.2
H 1.75154 -1.92753 2.28479 0.1 -0.1 -0.2
H -2.16487 -5.26509 2.20402 -0.1 0.1 -0.1
H -3.17016 5.31302 -2.27874 0.1 -0.1 0.3
H -7.07430 2.81876 -1.42638 0.2 0.3 0.2
H -3.66983 -4.03443 -0.38066 0.3 0.0 -0.1
H 4.57995 3.38869 1.24118 0.1 -0.2 -0.2
H 2.15601 -0.65451 -0.71247 0.1 0.0 0.1
H -0.66882 1.08091 -0.84435 -0.1 -1.0 -0.3
H -2.23185 -5.03897 -0.64601 0.0 0.0 0.1
H -7.02306 3.94734 -0.03438 0.1 -0.1 -0.2
H 5.03840 -2.77055 0.31010 -0.1 -0.1 0.2
H -3.66894 -2.08145 1.11911 0.3 0.0 0.0
H -2.88334 1.30473 0.71866 0.1 0.2 -0.2
H 2.32832 -2.58453 -2.13549 0.1 -0.1 0.1
```
Forces are in eV/Å.

Mulliken population analysis, charges in e, atoms 1 to 6: 0.017 -0.532 -0.537 0.458 0.437 -0.547


Density functional theory data (wB97M-V/def2-TZVPD) for C5H8OS2 in the gas phase.

Values from the calculation:
SMILES: O[C@@]12CSC[C@@]1(S)C2
Energy above the lowest of the compared OMol25 structures with the same formula, charge and spin in kJ/mol: 269.81
Orbital gap in eV: 9.13
E_HOMO in eV: -8.483
Maximum force in hartree/bohr: 0.0146

```
16
Properties=species:S:1:pos:R:3:forces:R:3
S 0.10773 2.17516 -0.77440 0.0 -0.1 0.0
S -1.15628 -0.82664 -1.53251 -0.1 0.1 0.2
O 0.06990 -1.50873 1.02475 -0.1 -0.1 0.1
C 0.65532 -0.44339 0.29186 0.1 0.4 -0.2
C -1.61274 0.15459 0.02063 -0.2 0.5 -0.1
C 0.68064 -0.84985 -1.15695 0.3 -0.7 -0.1
C 0.89463 0.67332 1.28390 0.5 0.2 0.0
C -0.27065 0.79541 0.32384 -0.2 -0.2 0.0
H 0.77231 0.32217 2.30066 -0.1 0.1 0.0
H 1.19755 -0.17183 -1.82095 0.1 0.2 0.0
H 0.78757 -1.93062 1.50328 0.0 -0.1 0.1
H -0.49599 1.68896 -1.87102 0.0 0.0 0.0
H -1.94365 -0.53024 0.79569 -0.1 0.0 -0.1
H 1.66493 1.45005 1.17011 -0.4 -0.5 0.0
H 1.04822 -1.88551 -1.31485 -0.2 0.6 0.2
H -2.39949 0.88715 -0.24406 0.5 -0.5 0.2
```
Forces are in eV/Å.

Mulliken population analysis, charges in e, atoms 1 to 6: -0.222 -0.142 -0.501 0.654 -0.845 -0.866


Q: Which of these has the highest orbital gap?
A: C3H2Cl2F2O